The following is a DFT calculation (the ωB97M-V functional and the def2-TZVPD basis) of a structure of composition C17H33AlBF5I2N2O4P.

XYZ file:
```
66
Properties=species:S:1:pos:R:3:lowdin_charge:R:1
C 3.717 -1.801 -0.033 -0.13
C 4.035 -0.306 -0.632 -0.25
C 3.365 0.019 -2.089 -0.20
C 1.849 0.638 -2.049 -0.30
N 1.489 1.391 -0.789 -0.09
Al 0.561 0.304 0.497 0.17
C 1.583 0.611 2.249 -0.20
C 1.538 2.252 2.569 -0.23
C 3.005 2.960 2.207 -0.09
C 2.828 4.517 1.681 -0.20
F 4.046 5.255 2.152 -0.03
F 1.652 5.196 2.287 0.00
C 2.806 4.673 0.042 -0.14
F 3.910 3.901 -0.622 0.02
F 3.096 6.126 -0.237 0.00
F 1.467 4.406 -0.562 0.04
O 0.519 -1.477 -0.115 -0.18
C -0.774 -2.076 0.363 -0.37
O -0.759 -3.342 -0.384 -0.04
B -0.394 -2.414 1.922 -0.40
N -1.340 -2.537 3.099 0.09
O 1.067 -2.571 2.232 0.02
C -1.971 -0.959 0.040 -0.53
C -3.343 -0.965 0.911 -0.65
I -4.457 0.916 0.451 0.83
C -4.396 -2.165 0.699 -0.76
C -3.944 -3.455 -0.169 -0.20
I -4.876 -2.936 2.739 0.70
P -2.042 -0.547 -1.859 0.98
C -1.885 1.367 -2.137 -0.33
C -3.733 -0.982 -2.623 -0.47
C -4.097 0.111 -3.836 -0.20
O -1.355 0.326 0.524 -0.33
H 2.899 -2.397 -0.666 0.10
H 4.693 -2.448 -0.092 0.06
H 3.400 -1.660 1.095 0.06
H 3.798 0.470 0.211 0.06
H 5.217 -0.262 -0.789 0.10
H 3.348 -0.982 -2.714 0.11
H 4.018 0.786 -2.732 0.10
H 1.766 1.423 -2.945 0.10
H 1.087 -0.223 -2.332 0.10
H 2.290 1.925 -0.387 0.01
H 2.731 0.292 2.191 0.06
H 1.127 -0.028 3.125 0.05
H 0.721 2.722 1.840 0.10
H 1.220 2.474 3.683 0.11
H 3.658 2.984 3.203 0.14
H 3.624 2.324 1.435 0.11
H -1.050 -4.124 0.180 0.10
H -0.826 -2.070 3.906 0.09
H -1.563 -3.527 3.350 0.06
H 1.176 -3.148 3.048 0.11
H -3.099 -0.866 2.074 0.06
H -5.443 -1.767 0.289 0.05
H -4.936 -3.973 -0.584 0.09
H -3.459 -4.275 0.550 0.06
H -3.265 -3.258 -1.099 0.07
H -0.992 1.852 -1.559 0.03
H -1.620 1.480 -3.295 0.05
H -2.903 1.939 -1.992 0.00
H -3.584 -2.015 -3.202 0.07
H -4.619 -1.100 -1.869 0.03
H -4.656 1.031 -3.370 0.07
H -3.137 0.431 -4.453 0.07
H -4.791 -0.447 -4.627 0.07
```

As for the spin multiplicity: 1. Its net charge is -1. The calculation puts the frontier orbital gap at 6.717 eV. For the LUMO energy, the calculation gives 1.94 eV. The highest occupied orbital energy is -4.773 eV.

The following is a DFT calculation (the ωB97M-V functional and the def2-TZVPD basis) of a structure of composition C17H33Br10Cl3O6Sr3.

XYZ file:
```
72
Properties=species:S:1:pos:R:3:lowdin_charge:R:1
Sr -1.177 -1.540 3.583 1.32
Sr 0.153 2.272 2.072 1.34
Sr -3.068 2.597 -0.174 1.33
O -0.860 1.363 -0.074 -0.59
C 0.031 0.309 -0.431 -0.35
C 0.438 -0.824 0.692 -0.34
O 0.606 -0.412 2.055 -0.60
H 0.982 0.722 -0.768 0.03
H -0.489 -0.154 -1.270 0.08
H 1.352 -1.282 0.312 0.07
H -0.336 -1.584 0.799 0.04
O -4.334 0.701 0.842 -0.50
C -4.003 -0.675 0.537 -0.37
C -3.902 -1.730 1.754 -0.42
O -3.651 -1.234 3.049 -0.49
H -3.058 -0.694 -0.006 0.05
H -4.771 -0.975 -0.176 0.08
H -3.312 -2.589 1.435 0.02
H -4.891 -2.166 1.894 0.08
O -1.295 4.078 1.071 -0.63
C -1.967 5.078 1.851 -0.38
C -3.336 4.687 2.626 -0.42
O -4.161 3.643 2.142 -0.42
H -2.058 6.005 1.285 0.07
H -1.278 5.480 2.593 0.06
H -3.896 5.621 2.675 0.07
H -3.108 4.378 3.646 0.06
Br 1.312 -3.403 4.587 0.65
C 2.384 -1.809 5.021 -0.62
C 2.492 -1.929 6.555 -0.76
Br 3.570 -0.525 7.260 0.67
H 1.842 -0.932 4.666 0.04
H 3.335 -1.778 4.490 0.07
H 3.039 -2.793 6.932 0.05
H 1.519 -1.740 7.009 0.05
Br -1.019 -4.548 1.917 0.63
C -0.910 -5.071 0.015 -0.58
C -1.685 -4.026 -0.797 -0.66
Br -1.823 -4.471 -2.729 0.56
H -1.354 -6.066 0.031 0.06
H 0.157 -5.123 -0.199 0.04
H -1.323 -2.998 -0.809 0.03
H -2.738 -3.966 -0.525 0.04
Br 1.757 -4.294 -3.043 0.61
C 2.565 -2.683 -3.864 -0.64
C 2.426 -1.573 -2.852 -0.63
Br 2.967 0.257 -3.649 0.53
H 2.020 -2.407 -4.766 0.02
H 3.591 -2.997 -4.058 0.06
H 3.042 -1.822 -1.988 -0.02
H 1.371 -1.431 -2.620 0.03
Br 2.210 4.041 0.741 0.61
C 2.052 4.805 -1.102 -0.55
C 1.960 3.645 -2.192 -0.58
Br 2.479 4.576 -3.943 0.55
H 3.015 5.304 -1.211 0.04
H 1.253 5.545 -1.064 0.07
H 1.070 3.022 -2.283 0.06
H 2.749 2.904 -2.060 -0.03
Br -3.052 1.732 -3.210 0.64
C -2.241 1.224 -4.996 -0.53
C -1.168 0.136 -4.556 -0.65
Br -0.074 -0.479 -6.131 0.57
H -1.922 2.113 -5.540 0.06
H -3.065 0.740 -5.520 0.05
H -1.798 -0.661 -4.161 0.05
H -0.543 0.451 -3.722 0.02
C 4.716 -0.494 0.127 -1.40
Cl 6.094 0.128 1.146 0.49
Cl 5.431 -1.331 -1.327 0.53
Cl 3.612 0.829 -0.286 0.54
H 4.075 -1.174 0.689 0.02
```

As for the spin multiplicity: 1. The calculation puts the frontier orbital gap at 3.735 eV. For the LUMO energy, the calculation gives -1.73 eV. The highest occupied orbital energy is -5.464 eV.

The following is a DFT calculation (the ωB97M-V functional and the def2-TZVPD basis) of a structure of composition C17H33BrGeN2O5SbSe4Ti.

XYZ file:
```
65
Properties=species:S:1:pos:R:3:mulliken_spin:R:1
Ti 0.738 0.888 -0.538 0.08
C -3.649 -0.410 1.615 0.00
O -2.665 -0.494 0.620 -0.01
C -3.189 -0.509 -0.678 0.00
C -2.067 -0.483 -1.692 0.00
O -1.256 0.681 -1.635 0.00
C -1.972 1.903 -1.885 0.00
C -2.185 2.665 -0.578 0.00
O -1.197 2.265 0.359 0.00
C -0.874 3.290 1.289 0.00
H -4.330 -1.272 1.580 0.00
H -4.243 0.509 1.511 0.00
H -3.135 -0.403 2.574 -0.01
H -3.871 0.341 -0.833 0.00
H -3.773 -1.429 -0.855 0.00
H -2.510 -0.543 -2.694 0.00
H -1.403 -1.329 -1.537 -0.01
H -2.928 1.670 -2.359 0.00
H -1.388 2.482 -2.590 0.00
H -3.173 2.457 -0.144 0.00
H -2.111 3.738 -0.788 0.00
H -0.534 4.190 0.773 0.00
H -0.089 2.894 1.929 0.00
H -1.754 3.527 1.900 0.00
Se -1.382 4.702 -4.189 0.00
Sb 0.449 5.298 -2.719 0.00
Se 1.134 2.897 -1.617 0.00
Se -0.208 6.545 -0.747 0.00
Se 2.593 5.832 -3.691 0.00
N 3.896 2.205 -0.255 0.00
N 2.960 1.186 0.177 -0.01
H 3.387 3.079 -0.113 0.00
H 3.876 2.149 -1.272 0.00
H 2.852 1.267 1.183 0.00
H 3.424 0.295 0.030 0.00
Br -0.168 -0.896 6.615 0.00
C -0.423 -1.566 4.836 -0.13
C -1.048 -2.808 4.695 0.33
C -1.234 -3.281 3.383 -0.11
C -0.821 -2.560 2.291 0.20
C -0.181 -1.294 2.454 -0.05
C 0.009 -0.807 3.784 0.21
C 0.218 -0.540 1.344 0.22
O 0.806 0.642 1.435 0.04
O 0.047 -0.908 0.100 0.08
H -1.370 -3.372 5.558 0.04
H -1.719 -4.240 3.235 -0.01
H -0.984 -2.929 1.288 0.06
H 0.477 0.155 3.938 0.05
C 3.477 -2.816 -2.961 0.00
Ge 2.183 -2.122 -1.632 0.00
C 0.634 -3.320 -1.767 0.00
C 3.054 -2.392 0.113 0.01
C 1.806 -0.256 -1.996 0.00
H 3.682 -3.876 -2.789 0.00
H 4.420 -2.269 -2.904 0.00
H 3.081 -2.699 -3.972 0.00
H 0.960 -4.358 -1.668 0.00
H 0.151 -3.206 -2.739 0.00
H -0.086 -3.095 -0.980 -0.01
H 3.341 -3.438 0.238 0.00
H 2.388 -2.117 0.933 0.00
H 3.968 -1.797 0.187 0.00
H 1.172 -0.173 -2.889 0.00
H 2.738 0.251 -2.261 0.00
```

As for the spin multiplicity: 2. Its net charge is -2. The calculation puts the frontier orbital gap (spin up / spin down) at 4.676 / 5.650 eV. For the LUMO energy (spin up / spin down), the calculation gives 3.79 / 3.79 eV. The highest occupied orbital energy (spin up / spin down) is -0.881 / -1.859 eV.

The following is a DFT calculation (the ωB97M-V functional and the def2-TZVPD basis) of a cluster of 3 separate species, C17H33N2 in total.

XYZ file:
```
52
Properties=species:S:1:pos:R:3:lowdin_charge:R:1
C 0.797 -5.752 -0.902 -0.34
C 1.031 -4.752 -2.220 -0.38
C 0.732 -3.218 -1.644 -0.26
C -0.163 -2.400 -2.775 -0.23
C -0.913 -1.134 -2.054 -0.23
C -2.442 -1.430 -1.541 -0.23
C -2.810 -3.012 -1.322 -0.22
C -3.482 -3.705 -2.688 -0.26
C -3.096 -5.319 -2.669 -0.14
H -0.383 -5.753 -0.750 -0.09
H 1.213 -5.098 0.000 -0.07
H 0.328 -5.028 -3.117 0.06
H 2.164 -4.852 -2.571 0.07
H 1.762 -2.648 -1.445 0.10
H 0.172 -3.230 -0.617 0.08
H -0.852 -3.088 -3.424 0.09
H 0.639 -1.928 -3.523 0.10
H -0.971 -0.212 -2.797 0.10
H -0.299 -0.755 -1.108 0.07
H -3.278 -0.945 -2.231 0.10
H -2.569 -0.903 -0.478 0.09
H -1.948 -3.665 -0.873 0.09
H -3.690 -3.040 -0.516 0.11
H -3.042 -3.164 -3.641 0.09
H -4.648 -3.604 -2.706 0.09
H -2.970 -5.704 -3.791 0.08
H -2.121 -5.496 -2.044 0.05
H -4.006 -5.879 -2.139 0.08
C -0.480 3.400 2.431 -0.12
C -0.903 3.278 0.971 -0.27
C -1.164 1.832 0.546 -0.20
C 0.103 1.010 0.714 -0.18
N 1.155 0.328 0.854 0.12
H 0.465 2.881 2.623 0.07
H -0.332 4.451 2.697 0.02
H -1.244 2.983 3.097 0.08
H -0.122 3.716 0.337 0.11
H -1.813 3.867 0.814 0.11
H -1.478 1.799 -0.503 0.11
H -1.963 1.391 1.152 0.11
C 4.306 5.669 4.468 -0.12
C 3.998 4.712 3.321 -0.27
C 3.232 5.380 2.178 -0.19
C 1.902 5.906 2.690 -0.15
N 0.798 6.343 3.115 0.11
H 3.391 6.049 4.934 0.07
H 4.878 5.156 5.248 0.07
H 4.896 6.524 4.118 0.08
H 3.420 3.865 3.711 0.11
H 4.940 4.307 2.933 0.11
H 3.049 4.657 1.376 0.11
H 3.812 6.210 1.760 0.11
```

As for the spin multiplicity: 1. Its net charge is -1. The calculation puts the frontier orbital gap at 3.095 eV. For the LUMO energy, the calculation gives 2.03 eV. The highest occupied orbital energy is -1.063 eV.